{"formula": "C20H23N4O3STc", "method": "the ωB97M-V functional and the def2-TZVPD basis", "homo_energy_ev": [-10.8108, -11.0837], "s2": 3.7694, "e_tot_ha": -1699.53121, "charge": 1, "homo_lumo_gap_ev": [7.97, 7.29], "spin_multiplicity": 4, "elements": ["Tc", "O", "C", "C", "C", "C", "C", "C", "C", "N", "C", "C", "N", "C", "C", "C", "C", "C", "C", "C", "O", "H", "H", "H", "H", "H", "H", "H", "H", "H", "H", "H", "H", "H", "H", "S", "C", "N", "C", "C", "N", "H", "H", "H", "H", "H", "H", "C", "O", "H", "H", "H"], "positions_angstrom": [[0.0288, -0.7184, -0.3049], [-0.4199, -1.3412, -2.1497], [-0.7644, -2.5947, -2.3861], [-0.3121, -3.2165, -3.5600], [-0.6678, -4.5120, -3.8510], [-1.5184, -5.2427, -3.0091], [-2.0085, -4.6409, -1.8797], [-1.6249, -3.3314, -1.5315], [-2.2569, -2.6879, -0.4153], [-1.7677, -1.6678, 0.1957], [-2.5921, -0.7837, 1.0125], [-2.6994, 0.5235, 0.2220], [-1.3870, 0.8215, -0.3801], [-1.2013, 1.9481, -0.9683], [0.0002, 2.3938, -1.6145], [-0.0538, 3.6298, -2.2880], [1.0472, 4.1478, -2.9204], [2.2489, 3.4325, -2.8768], [2.3375, 2.2281, -2.2157], [1.2192, 1.6816, -1.5776], [1.3701, 0.5317, -0.9362], [0.3323, -2.6471, -4.2158], [-0.2903, -4.9728, -4.7548], [-1.8002, -6.2547, -3.2620], [-2.6980, -5.1712, -1.2328], [-3.2433, -3.0448, -0.1129], [-2.0841, -0.6073, 1.9591], [-3.5806, -1.2087, 1.1943], [-3.0160, 1.3412, 0.8702], [-3.4303, 0.4064, -0.5816], [-2.0357, 2.6512, -0.9885], [-0.9929, 4.1703, -2.3026], [0.9898, 5.0933, -3.4396], [3.1273, 3.8306, -3.3679], [3.2650, 1.6736, -2.1755], [1.6914, -2.5463, -0.2920], [1.3589, -3.4499, 1.1265], [0.6646, -3.0622, 2.1848], [0.7191, -4.0510, 3.2605], [1.3619, -5.2693, 2.5650], [1.8319, -4.6843, 1.3090], [0.3599, -2.0859, 2.2583], [-0.2754, -4.2712, 3.6424], [1.3326, -3.6821, 4.0830], [0.6389, -6.0623, 2.3724], [2.1901, -5.6819, 3.1366], [2.2417, -5.2089, 0.5555], [1.4338, 0.2676, 2.1536], [0.2978, -0.3854, 1.6057], [1.1035, 1.0624, 2.8255], [2.0678, 0.6954, 1.3768], [2.0314, -0.4464, 2.7299]], "lowdin_charge": [1.56, -0.25, -0.38, 0.00, -0.05, -0.08, -0.04, -0.16, -0.05, -0.11, -0.18, -0.15, -0.09, -0.05, -0.13, -0.03, -0.07, -0.05, 0.00, -0.30, -0.26, 0.13, 0.11, 0.11, 0.12, 0.15, 0.11, 0.13, 0.13, 0.13, 0.15, 0.12, 0.11, 0.12, 0.12, 0.76, -0.76, 0.04, -0.10, -0.11, 0.03, 0.09, 0.12, 0.12, 0.12, 0.12, 0.15, -0.17, -0.51, 0.08, 0.07, 0.08]}